Entry from the Open Molecules 2025 dataset: a structure of composition C32H32BrN6O6Sn (the ωB97M-V functional and the def2-TZVPD basis).

Last column: Mulliken charge in e.
Positions of all 78 atoms, in Å:
Sn -0.421864 -0.018887 -0.325404  1.41
O -5.684486 0.235971 5.404050  -0.45
C -4.455876 -0.150760 5.791253  0.57
O -4.265206 -0.605227 6.876820  -0.48
C -3.316275 -0.006358 4.805996  0.81
C -2.028509 -0.001640 5.332059  -1.27
C -0.923539 0.066576 4.504896  -0.77
C -1.085791 0.103842 3.119431  0.93
C -2.374879 0.089170 2.595546  -0.23
C -3.483731 0.049463 3.428830  -1.56
N -0.000416 0.122463 2.191924  0.70
C 1.204181 0.278997 2.561339  -0.25
C 2.315621 0.264406 1.604839  0.34
C 3.620808 0.337342 2.053408  -0.88
C 4.653180 0.306338 1.121833  -0.38
C 4.340470 0.206743 -0.220951  -0.89
C 3.001603 0.137942 -0.589203  -0.17
N 2.011955 0.165461 0.301801  0.21
H -5.697040 0.695483 4.564128  0.30
H -1.910702 -0.056213 6.407824  0.50
H 0.061863 0.064549 4.958188  0.34
H -2.521189 0.113926 1.522477  0.53
H -4.470872 0.028106 2.979222  0.28
H 1.481923 0.433976 3.603496  0.35
H 3.829667 0.412980 3.114358  0.48
H 5.684402 0.359118 1.446828  0.47
H 5.113837 0.183736 -0.976420  0.45
H 2.714730 0.054314 -1.631167  0.46
C -3.479444 -2.973366 -1.909493  -0.90
N -3.188000 -3.798856 -0.770571  0.36
C -3.723076 -5.160484 -0.722535  -0.52
C -4.165534 -5.456624 0.698014  -0.62
C -2.966219 -5.304786 1.607248  -0.60
N -2.208948 -4.069930 1.332651  0.26
C -1.226760 -3.701553 2.346647  -0.97
C -2.321269 -3.309116 0.216765  0.37
O -1.707157 -2.252093 0.050080  -0.95
H -4.521033 -3.126966 -2.196399  0.39
H -2.856905 -3.265452 -2.778474  0.52
H -3.286134 -1.932374 -1.678707  0.12
H -2.923557 -5.849495 -1.030714  0.32
H -4.528253 -5.240000 -1.443639  0.37
H -4.549152 -6.473008 0.760391  0.38
H -4.967611 -4.775420 0.988996  0.32
H -2.278774 -6.148798 1.476177  0.38
H -3.253946 -5.286810 2.656003  0.39
H -1.740532 -3.462246 3.279440  0.39
H -0.646122 -2.852098 2.021192  0.14
H -0.575614 -4.559128 2.526530  0.40
Br -0.699909 4.419355 0.305212  0.26
C -2.558055 4.508504 -0.018092  0.43
C -3.259206 5.687177 0.099233  -0.70
C -4.621575 5.647571 -0.174982  -0.48
C -5.243394 4.457598 -0.546678  -0.80
C -4.504276 3.286295 -0.641058  -0.27
C -3.145222 3.317399 -0.373180  -0.44
C -2.268579 2.127888 -0.419881  2.02
O -2.675965 0.978794 -0.683647  -0.71
O -0.998366 2.315257 -0.150304  -0.54
H -2.772921 6.609978 0.387037  0.45
H -5.196694 6.560530 -0.095062  0.44
H -6.303313 4.443814 -0.761938  0.45
H -4.965590 2.348378 -0.921983  0.47
N -0.646983 -2.054968 -6.893493  -0.33
C -0.677661 -1.971210 -5.556111  0.44
O -1.097376 -2.881471 -4.844409  -0.64
C -0.164527 -0.698996 -4.919009  0.15
C 0.200976 0.458513 -5.592774  -0.36
C 0.674987 1.544238 -4.871927  -1.02
C 0.755057 1.451410 -3.496171  -0.44
N 0.393300 0.344338 -2.829213  -0.01
C -0.050551 -0.699034 -3.534982  -0.14
H -0.953766 -2.912429 -7.325610  0.27
H -0.254266 -1.349920 -7.488965  0.14
H 0.111835 0.543397 -6.669814  0.36
H 0.987323 2.450057 -5.376058  0.45
H 1.127016 2.281020 -2.905496  0.50
H -0.303279 -1.601732 -2.992117  0.68

Force components x, y, z for each atom (eV/Å):
Sn 0.847 -0.492 -0.110
O 0.026 -0.237 0.279
C 0.039 0.128 -0.037
O -0.022 -0.052 -0.003
C -0.182 -0.008 -0.068
C 0.101 0.043 0.107
C 0.179 -0.064 0.050
C -0.128 -0.016 0.165
C 0.111 0.048 -0.131
C 0.001 -0.033 -0.015
N -0.394 0.154 -0.237
C 0.176 0.062 0.193
C 0.117 0.022 0.011
C 0.038 0.002 0.116
C 0.077 0.005 -0.018
C 0.004 -0.006 0.057
C -0.016 -0.021 0.021
N -0.192 0.198 -0.297
H 0.100 0.177 -0.247
H -0.004 -0.016 -0.060
H -0.125 -0.013 -0.012
H -0.058 -0.039 0.021
H 0.037 -0.003 0.034
H -0.026 -0.046 -0.011
H -0.007 0.003 -0.070
H -0.028 0.006 -0.011
H -0.032 -0.013 0.003
H -0.014 0.014 0.048
C -0.034 0.146 -0.307
N -0.269 -0.390 -0.324
C 0.022 0.008 0.137
C 0.096 0.170 0.047
C 0.087 -0.113 -0.070
N -0.247 -0.094 -0.381
C -0.079 -0.107 0.118
C 0.666 0.352 0.862
O -0.588 -0.719 -0.128
H 0.035 -0.066 0.024
H 0.027 -0.037 0.200
H 0.077 0.051 0.048
H 0.028 0.085 -0.023
H -0.052 0.063 -0.100
H -0.007 -0.014 -0.016
H -0.012 -0.028 -0.004
H 0.034 0.052 0.004
H 0.001 0.062 0.068
H -0.051 0.006 -0.018
H 0.041 0.098 -0.098
H -0.020 -0.003 -0.020
Br 0.527 1.383 0.379
C -0.201 0.418 0.064
C 0.183 0.160 0.028
C -0.062 -0.112 -0.026
C 0.125 -0.083 0.006
C -0.331 0.027 -0.060
C 0.522 -0.662 -0.006
C -1.208 -0.536 -0.402
O 0.346 1.012 0.235
O -0.105 -1.140 -0.206
H -0.043 -0.008 -0.013
H -0.008 -0.019 -0.008
H 0.029 0.023 0.015
H 0.003 0.026 -0.002
N 0.015 0.035 0.015
C -0.174 -0.456 0.256
O 0.067 0.500 -0.077
C 0.010 -0.051 0.032
C -0.080 -0.031 -0.082
C 0.087 0.111 -0.039
C -0.044 -0.127 -0.008
N -0.101 0.164 -0.066
C 0.204 0.147 -0.029
H -0.021 -0.007 0.037
H 0.039 0.017 0.000
H 0.038 -0.014 0.060
H -0.050 -0.038 0.045
H -0.033 -0.020 0.014
H -0.111 -0.043 0.039

Computed properties:
net charge = +3
LUMO (alpha / beta) = -10.3 / -11.7 eV
calculated total energy = -130777.8878 eV
energy relative to the best compared isomer or geometry (same formula, charge and spin) = 58.32 kcal/mol
spin multiplicity = 1
HOMO-LUMO gap (alpha / beta) = 0.2136 / 0.1633 hartree